Here is C5H8O in the gas phase from the Open Molecules 2025 dataset. Energies are from the ωB97M-V functional and the def2-TZVPD basis.

- Kohn-Sham gap: 9.8 eV
- Lowest unoccupied orbital energy: 0.8653 eV
- Energy above the lowest of the compared OMol25 structures with the same formula, charge and spin: 39.34 kcal/mol

```
14
Properties=species:S:1:pos:R:3:forces:R:3
C 0.476 -1.918 0.569 -0.04 0.08 0.07
C -0.210 -1.096 1.370 0.09 -0.10 -0.08
C -0.806 0.209 1.050 -0.01 0.09 -0.10
C -0.603 0.978 -0.027 0.00 -0.10 0.11
C 0.336 0.709 -1.171 -0.05 -0.32 0.17
O 0.314 1.723 -2.155 0.08 0.28 0.10
H 0.851 -2.864 0.949 -0.06 0.13 -0.01
H 0.679 -1.715 -0.477 -0.04 0.01 0.20
H -0.376 -1.426 2.396 0.03 0.05 -0.16
H -1.497 0.589 1.801 0.08 -0.05 -0.12
H -1.148 1.919 -0.101 0.04 -0.13 0.01
H 0.055 -0.209 -1.699 0.00 0.14 0.05
H 1.352 0.549 -0.770 -0.11 -0.02 -0.12
H 0.575 2.552 -1.736 -0.01 -0.06 -0.11
```
Forces are in eV/Å.



Here is 2 unconnected molecules or ions with the total composition BrHNO2S from the Open Molecules 2025 dataset. Energies are from the ωB97M-V functional and the def2-TZVPD basis.

- Kohn-Sham gap: 7.6 eV
- Total charge: -1
- Lowest unoccupied orbital energy: 3.4965 eV
- Energy above the lowest of the compared OMol25 structures with the same formula, charge and spin: 41.38 kcal/mol

```
6
Properties=species:S:1:pos:R:3:forces:R:3
N -0.450 -0.588 -0.679 4.70 -2.12 1.58
O 1.684 0.798 -0.521 -0.21 -0.10 -0.06
O 0.070 1.100 1.308 0.01 0.07 -0.26
S 0.281 1.067 -0.152 -0.15 -0.52 0.34
Br -2.119 -0.891 -0.021 -1.22 -0.23 0.62
H 0.535 -1.487 0.065 -3.13 2.90 -2.22
```
Forces are in eV/Å.



Here is 2 unconnected molecules or ions with the total composition C8H12O2 from the Open Molecules 2025 dataset. Energies are from the ωB97M-V functional and the def2-TZVPD basis.

- Kohn-Sham gap (spin up / spin down): 9.3 / 5.3 eV
- Total charge: +1
- Spin multiplicity: 2
- Lowest unoccupied orbital energy (spin up / spin down): -4.0280 / -7.9818 eV
- Energy above the lowest of the compared OMol25 structures with the same formula, charge and spin: 35.95 kcal/mol

```
22
Properties=species:S:1:pos:R:3:forces:R:3
C -1.220 1.732 0.216 2.94 1.17 -1.31
C 1.567 0.019 -1.674 -2.22 0.25 -4.38
C 2.575 0.045 -0.783 5.36 -4.44 -0.51
C 0.386 0.590 -1.295 -1.21 -0.97 -4.34
C 0.204 1.257 -0.138 -1.23 0.13 2.46
C 2.445 0.550 0.490 -0.29 1.28 2.25
C 1.299 1.214 0.845 -0.30 -0.64 -1.51
O 3.730 -0.824 -1.032 -2.73 3.02 -0.10
H 1.654 -0.347 -2.776 0.06 0.32 2.33
H -0.486 0.557 -2.026 1.30 0.00 1.03
H 3.242 0.387 1.206 0.00 0.06 -0.08
H 3.840 -0.965 -2.011 -0.35 0.07 1.16
H -1.006 2.851 0.238 -1.12 -1.03 0.47
H -1.206 1.278 1.176 -1.31 0.19 1.35
H 1.126 1.553 1.842 0.07 0.37 0.47
H -2.043 1.425 -0.475 0.99 0.21 0.69
C -2.573 -2.206 0.970 1.53 -0.95 -0.40
O -3.104 -0.891 0.608 0.17 -0.77 2.45
H -3.317 -0.502 1.499 0.08 -0.21 -1.49
H -1.410 -2.153 1.141 -2.01 0.05 -0.24
H -2.705 -2.870 0.043 -0.05 0.83 1.61
H -2.997 -2.701 1.936 0.32 1.07 -1.92
```
Forces are in eV/Å.



| no. | strongest force on any atom (eV/A) |
| --- | --- |
| 1 | 0.4 |
| 2 | 5.4 |
| 3 | 7.0 |